Model w:
{"formula": "C20H46LaOP4S", "method": "ωB97M-V/def2-TZVPD", "charge": 3, "gap_ha": 0.221, "symbols": ["La", "P", "P", "P", "H", "C", "C", "H", "C", "C", "C", "C", "C", "C", "C", "C", "C", "H", "H", "H", "H", "H", "H", "H", "H", "H", "H", "H", "H", "H", "H", "H", "H", "H", "H", "H", "H", "H", "H", "H", "H", "H", "H", "H", "H", "H", "C", "C", "C", "C", "C", "C", "S", "H", "H", "H", "H", "H", "H", "C", "P", "C", "C", "O", "H", "H", "H", "H", "H", "H", "H", "H", "H"], "coordinates": [[-0.3907, 0.4438, 0.2948], [-0.1660, -0.5574, -2.3695], [2.5793, -0.0532, -0.0715], [-3.2152, 0.5442, -0.4660], [2.1905, 2.8563, 1.0767], [1.1782, 3.0080, 1.4647], [0.7520, 2.4791, 2.6341], [1.4235, 1.9178, 3.2969], [0.1317, 0.9453, -3.3803], [1.0633, -1.7116, -3.0672], [-1.6765, -1.2314, -3.1496], [3.4986, 0.4962, 1.4145], [3.3374, -1.7127, -0.2505], [3.4695, 0.8652, -1.3884], [-3.7904, 1.2898, 1.1152], [-4.6462, -0.5712, -0.7422], [-3.5621, 1.8571, -1.7010], [0.5776, 3.6456, 0.8038], [-0.2870, 2.5481, 3.0026], [0.1335, 0.6517, -4.4393], [1.0949, 1.4007, -3.1109], [-0.6604, 1.6851, -3.1966], [0.7997, -1.8995, -4.1183], [1.0215, -2.6559, -2.5088], [2.0812, -1.3094, -2.9990], [-1.4223, -1.5175, -4.1807], [-2.4889, -0.4931, -3.1476], [-2.0060, -2.1172, -2.5914], [4.5133, 0.7793, 1.1056], [3.5398, -0.3351, 2.1319], [3.0029, 1.3427, 1.9009], [4.4308, -1.6134, -0.3293], [2.9534, -2.2098, -1.1504], [3.0875, -2.3149, 0.6336], [4.5523, 0.7820, -1.2159], [3.1741, 1.9222, -1.3564], [3.2218, 0.4622, -2.3789], [-4.6232, 1.9611, 0.8738], [-3.0193, 1.8557, 1.6627], [-4.1492, 0.4801, 1.7696], [-5.5753, 0.0118, -0.8504], [-4.7426, -1.2504, 0.1175], [-4.4891, -1.1800, -1.6427], [-4.5653, 2.2435, -1.4852], [-3.5350, 1.4251, -2.7118], [-2.8433, 2.6882, -1.6424], [-2.3190, 6.1940, 0.6471], [-2.6685, 7.0777, -0.3962], [-2.8982, 8.4306, -0.1477], [-2.8107, 8.9259, 1.1610], [-2.4460, 8.0695, 2.2098], [-2.2080, 6.7083, 1.9588], [-2.3014, 4.4543, 0.3275], [-0.9827, 4.0714, 0.4434], [-2.7689, 6.6696, -1.3984], [-3.1673, 9.0857, -0.9808], [-3.0379, 9.9737, 1.3683], [-2.3624, 8.4843, 3.2214], [-1.9469, 6.0248, 2.7664], [-1.6674, -3.4731, 2.5156], [-0.7250, -3.2303, 1.0452], [0.8857, -3.9946, 1.0486], [-1.5655, -3.9340, -0.3800], [-0.5664, -1.6955, 0.8513], [-1.9467, -4.5272, 2.6179], [-2.5822, -2.8720, 2.4642], [-1.0805, -3.1737, 3.3905], [0.7847, -5.0872, 0.9769], [1.4680, -3.6461, 0.1828], [1.4228, -3.7507, 1.9736], [-2.5625, -3.4847, -0.5056], [-0.9723, -3.7789, -1.2975], [-1.6849, -5.0189, -0.2214]], "mulliken_charge": [1.53, 0.52, 0.54, 0.62, 0.48, -0.86, -0.50, 0.33, -1.20, -1.38, -1.05, -1.15, -1.31, -1.37, -1.22, -1.34, -1.19, 0.36, 0.45, 0.42, 0.32, 0.34, 0.54, 0.33, 0.38, 0.57, 0.25, 0.17, 0.40, 0.41, 0.23, 0.48, 0.32, 0.30, 0.52, 0.41, 0.37, 0.38, 0.41, 0.42, 0.45, 0.40, 0.36, 0.50, 0.39, 0.19, 0.42, -0.38, -0.56, -0.41, -0.60, -0.24, -0.10, -0.14, 0.37, 0.37, 0.39, 0.37, 0.36, -1.11, 0.94, -1.02, -1.07, -0.18, 0.42, 0.34, 0.36, 0.47, 0.11, 0.36, 0.25, 0.24, 0.52]}



Model x:
{"formula": "C20H46LaOP4S", "method": "ωB97M-V/def2-TZVPD", "charge": 3, "gap_ha": 0.153, "symbols": ["La", "P", "P", "P", "H", "C", "C", "H", "C", "C", "C", "C", "C", "C", "C", "C", "C", "H", "H", "H", "H", "H", "H", "H", "H", "H", "H", "H", "H", "H", "H", "H", "H", "H", "H", "H", "H", "H", "H", "H", "H", "H", "H", "H", "H", "H", "C", "C", "C", "C", "C", "C", "S", "H", "H", "H", "H", "H", "H", "C", "P", "C", "C", "O", "H", "H", "H", "H", "H", "H", "H", "H", "H"], "coordinates": [[-0.9950, 0.4815, 0.8170], [-1.4097, -2.3291, 0.5795], [-0.3773, -0.2276, 3.4002], [-0.2974, 0.2503, -1.7984], [2.0172, 0.1261, 1.7896], [1.7316, 0.7428, 0.9101], [1.1146, 1.9220, 1.0053], [0.7234, 2.3366, 1.9634], [-0.0349, -3.5003, 0.5010], [-2.4740, -2.9189, 1.9329], [-2.4265, -2.6874, -0.8831], [0.5039, 1.1547, 4.1597], [-1.8768, -0.3908, 4.3703], [0.6503, -1.6898, 3.6807], [0.6152, 1.7378, -2.2573], [-1.8038, 0.2916, -2.7765], [0.7095, -1.1495, -2.3281], [2.0488, 0.2904, -0.0546], [0.7531, 2.5021, 0.1241], [-0.5004, -4.5020, 0.4095], [0.5811, -3.4243, 1.4210], [0.6026, -3.2709, -0.3779], [-2.7413, -3.9562, 1.6558], [-3.3944, -2.2973, 2.0077], [-1.9549, -2.8948, 2.9113], [-2.7022, -3.7538, -0.7793], [-1.8681, -2.5205, -1.8241], [-3.3440, -2.0585, -0.8993], [0.5816, 0.8610, 5.2198], [-0.0789, 2.0952, 4.0404], [1.4980, 1.2997, 3.6945], [-1.5497, -0.8724, 5.3120], [-2.6431, -1.0230, 3.8639], [-2.3204, 0.6146, 4.5530], [0.8767, -1.6266, 4.7592], [1.5721, -1.6208, 3.0664], [0.1102, -2.6179, 3.4169], [0.7330, 1.6488, -3.3497], [1.5976, 1.7808, -1.7460], [0.0376, 2.6486, -1.9806], [-1.4304, 0.2523, -3.8172], [-2.3647, 1.2349, -2.5811], [-2.4745, -0.5688, -2.5577], [0.9386, -0.9188, -3.3822], [0.1675, -2.1057, -2.2144], [1.6384, -1.1886, -1.7228], [5.2966, 0.5644, -3.8788], [6.2687, -0.4244, -4.1393], [7.6209, -0.1591, -3.9231], [8.0248, 1.0995, -3.4459], [7.0692, 2.0893, -3.1872], [5.7140, 1.8309, -3.4018], [3.6033, 0.2932, -4.1118], [3.6639, -1.0005, -4.5555], [5.9306, -1.3951, -4.5099], [8.3639, -0.9297, -4.1247], [9.0812, 1.3042, -3.2778], [7.3692, 3.0694, -2.8174], [4.9534, 2.5839, -3.2091], [-4.7371, 3.2010, 0.3379], [-4.2005, 1.6580, 0.9972], [-4.5415, 1.4397, 2.7281], [-4.7021, 0.2352, 0.0305], [-2.6736, 1.8428, 0.8736], [-5.8226, 3.2379, 0.3949], [-4.3893, 3.2982, -0.7033], [-4.2801, 4.0101, 0.9315], [-5.6241, 1.4798, 2.8647], [-4.1590, 0.4846, 3.1296], [-4.0715, 2.2496, 3.3087], [-4.3505, 0.2969, -1.0126], [-4.3527, -0.7276, 0.4467], [-5.7952, 0.2106, 0.0198]], "mulliken_charge": [0.69, 0.43, 0.77, 0.79, 0.33, -0.29, -0.98, 0.46, -1.26, -1.18, -1.15, -1.30, -1.20, -1.25, -1.24, -1.22, -1.16, 0.27, 0.43, 0.49, 0.34, 0.31, 0.54, 0.30, 0.36, 0.54, 0.38, 0.25, 0.47, 0.41, 0.41, 0.50, 0.24, 0.37, 0.51, 0.31, 0.37, 0.49, 0.37, 0.41, 0.50, 0.35, 0.27, 0.38, 0.32, 0.34, 0.92, -0.42, -0.55, -0.48, -0.51, -0.49, -0.25, 0.15, 0.23, 0.37, 0.38, 0.36, 0.33, -1.12, 1.12, -1.08, -0.98, -0.62, 0.47, 0.36, 0.36, 0.50, 0.18, 0.34, 0.25, 0.14, 0.56]}



Energy ordering: model w at the bottom, the next structure 48.9 kcal/mol above.